No. 1
Molecular formula: C27H17F4NO2S
Method: DFT, the ωB97M-V functional and the def2-TZVPD basis

The energy is -2041.80795 hartree. The calculation puts the LUMO energy at -0.1376 Eh. As for the orbital gap: 2.73 eV. Its total charge is 0. The HOMO energy comes out at -6.48 eV.

CARTESIAN COORDINATES (ANGSTROEM)
1 F 2.061 4.031 0.351
2 C 0.760 3.702 0.031
3 C 0.152 4.405 -1.007
4 C -1.179 4.073 -1.272
5 F -1.838 4.766 -2.260
6 C -1.860 3.092 -0.582
7 C -1.206 2.342 0.450
8 C -1.969 1.308 1.045
9 C -1.643 0.342 2.026
10 C -2.683 -0.583 2.365
11 C -2.462 -1.569 3.303
12 F -3.486 -2.439 3.601
13 C -1.241 -1.735 3.963
14 C -0.238 -0.828 3.628
15 F 0.983 -0.961 4.254
16 C -0.391 0.189 2.694
17 C 0.138 2.702 0.766
18 H 0.672 5.180 -1.563
19 H -2.900 2.864 -0.810
20 H -2.975 1.200 0.628
21 H -3.643 -0.493 1.858
22 H -1.085 -2.525 4.689
23 H 0.444 0.844 2.479
24 H 0.676 2.223 1.575
25 C -5.417 1.361 6.281
26 C -4.054 1.212 6.569
27 C -3.124 2.122 6.076
28 C -3.549 3.211 5.266
29 C -2.593 4.126 4.740
30 C -1.214 4.024 4.977
31 N -0.042 4.008 5.120
32 S -3.198 5.471 3.706
33 C -1.694 6.403 3.352
34 C -1.302 7.456 4.179
35 C -0.151 8.181 3.860
36 C 0.582 7.870 2.712
37 C 0.172 6.825 1.882
38 C -0.978 6.101 2.195
39 O -3.648 4.910 2.451
40 O -4.059 6.342 4.472
41 C -4.937 3.351 4.993
42 C -5.853 2.437 5.491
43 H -6.144 0.648 6.671
44 H -3.708 0.385 7.190
45 H -2.056 2.030 6.292
46 H -1.891 7.684 5.068
47 H 0.167 8.989 4.517
48 H 1.476 8.438 2.459
49 H 0.741 6.568 0.991
50 H -1.332 5.290 1.562
51 H -5.303 4.184 4.392
52 H -6.912 2.571 5.259

***

No. 2
Molecular formula: C48H44Cl2N10O4PW
Method: DFT, the ωB97M-V functional and the def2-TZVPD basis

For the energy above the lowest of the compared OMol25 structures with the same formula, charge and spin, the calculation gives 0.0 kcal per mole. The energy is -4033.14229 hartree. The calculation puts the LUMO energy (spin up / spin down) at 0.0787 / 0.0787 Eh. As for the orbital gap (spin up / spin down): 4.37 / 5.23 eV. Its total charge is -1. The HOMO energy (spin up / spin down) comes out at -2.23 / -3.09 eV. As for the spin multiplicity: 3.

CARTESIAN COORDINATES (ANGSTROEM)
1 W 0.111 0.935 -0.481
2 Cl -3.809 1.305 5.367
3 C -3.251 0.914 3.762
4 C -2.090 1.520 3.303
5 C -1.613 1.230 2.022
6 N -0.432 1.653 1.438
7 C 0.241 2.789 1.971
8 O -0.207 3.482 2.899
9 C 1.469 3.031 1.312
10 C 2.422 3.987 1.743
11 C 3.633 4.052 1.131
12 C 3.919 3.160 0.051
13 C 2.938 2.293 -0.354
14 N 1.737 2.214 0.234
15 C -2.342 0.356 1.198
16 C -3.483 -0.277 1.686
17 C -3.936 0.011 2.965
18 Cl -5.366 -0.808 3.539
19 N -1.771 0.188 -0.052
20 C -2.543 -0.252 -1.145
21 O -3.914 -0.322 -1.081
22 C -1.841 -0.551 -2.257
23 C -2.335 -1.123 -3.487
24 C -1.453 -1.547 -4.416
25 C -0.042 -1.395 -4.197
26 C 0.369 -0.748 -3.072
27 N -0.480 -0.285 -2.126
28 H -1.558 2.211 3.932
29 H 2.149 4.626 2.573
30 H 4.374 4.773 1.455
31 H 4.861 3.187 -0.479
32 H 3.080 1.647 -1.208
33 H -4.015 -0.997 1.087
34 H -3.405 -1.238 -3.605
35 H -1.811 -2.003 -5.332
36 H 0.686 -1.716 -4.928
37 H 1.414 -0.535 -2.902
38 N -1.243 2.637 -1.136
39 C -0.579 3.654 -1.944
40 C -1.483 4.293 -3.002
41 C -2.838 4.726 -2.424
42 C -3.983 3.760 -2.744
43 N -5.157 3.954 -1.902
44 C -5.168 3.454 -0.623
45 N -4.365 2.504 -0.295
46 N -6.136 3.998 0.201
47 C 0.667 3.031 -2.565
48 O 1.329 3.649 -3.374
49 O 0.912 1.815 -2.166
50 H -1.946 2.122 -1.664
51 H -1.737 3.019 -0.338
52 H -0.224 4.435 -1.266
53 H -1.620 3.597 -3.838
54 H -0.945 5.146 -3.414
55 H -3.117 5.715 -2.799
56 H -2.762 4.825 -1.338
57 H -3.680 2.720 -2.632
58 H -4.288 3.878 -3.785
59 H -5.739 4.748 -2.097
60 H -4.229 0.591 -0.941
61 H -4.470 2.236 0.681
62 H -6.393 4.957 0.045
63 H -6.062 3.744 1.171
64 N 1.406 -0.451 -0.146
65 P 2.142 -1.792 -0.044
66 C 1.113 -3.258 0.171
67 C -0.268 -3.110 0.127
68 C -1.085 -4.223 0.296
69 C -0.523 -5.474 0.492
70 C 0.861 -5.625 0.532
71 C 1.676 -4.515 0.380
72 C 3.329 -1.852 1.336
73 C 4.658 -2.228 1.162
74 C 5.598 -2.016 2.164
75 C 5.213 -1.400 3.346
76 C 3.881 -1.064 3.543
77 C 2.933 -1.312 2.558
78 C 3.122 -2.074 -1.552
79 C 4.162 -1.190 -1.847
80 C 4.805 -1.244 -3.073
81 C 4.414 -2.184 -4.021
82 C 3.388 -3.069 -3.734
83 C 2.743 -3.015 -2.503
84 H -0.701 -2.128 -0.022
85 H -2.161 -4.101 0.275
86 H -1.161 -6.340 0.623
87 H 1.300 -6.602 0.696
88 H 2.756 -4.625 0.434
89 H 4.975 -2.662 0.222
90 H 6.628 -2.310 2.006
91 H 5.942 -1.195 4.120
92 H 3.547 -0.627 4.477
93 H 1.232 -0.104 2.763
94 H 4.464 -0.449 -1.116
95 H 5.600 -0.544 -3.295
96 H 4.907 -2.219 -4.985
97 H 3.072 -3.796 -4.471
98 H 1.922 -3.691 -2.301
99 N 1.565 -1.055 2.798
100 C 0.690 -2.059 3.196
101 C -0.660 -1.762 3.409
102 C -1.544 -2.753 3.796
103 C -1.112 -4.063 3.981
104 C 0.229 -4.356 3.782
105 C 1.131 -3.369 3.406
106 H -1.011 -0.747 3.266
107 H -2.586 -2.492 3.948
108 H -1.809 -4.839 4.273
109 H 0.589 -5.370 3.918
110 H 2.174 -3.619 3.252

***

What is the formula in the first record?
C27H17F4NO2S